DFT (ωB97M-V/def2-TZVPD) results for an isolated ion of composition C4H5N2O and charge +1 in a non-equilibrium geometry.

Calculated values
Charge   +1
Total energy   -339.695568 Eh
Energy relative to the best compared isomer or geometry (same formula, charge and spin)   107.5 kcal per mole
Structure (SMILES)   C=C/C=C\N=[N+]=O
F_max   6.34 eV/A
Frontier orbital gap   0.3192 hartree

Element x y z (Å)
C 0.3139 -0.0324 1.9901
C -0.5719 0.5136 1.0698
C -1.2167 -0.0579 -0.0727
C -0.6394 -0.3121 -1.2912
N 0.7229 -0.1697 -1.3457
N 1.7204 -0.1909 -1.9036
O 2.7245 -0.0766 -2.3667
H 0.5681 0.5157 2.8905
H 0.7276 -0.9774 2.0458
H -1.0107 1.4603 1.2287
H -2.3328 -0.1169 0.0658
H -1.0060 -0.5557 -2.3108

Forces on the atoms, in the same order (eV/Å):
-2.5 3.1 -1.4
2.8 -2.1 2.6
-0.9 -0.8 -2.2
-2.0 -0.3 0.6
3.7 0.3 -0.7
-5.8 0.1 2.6
3.9 0.1 -1.7
-0.1 0.5 -0.3
0.5 -2.1 -0.8
-0.2 1.2 0.7
1.2 -0.1 -0.7
-0.5 0.0 1.2

Here are the Mulliken charges for atoms 1 to 6, given in e: -0.626, -0.355, -0.276, 0.023, 0.303, 0.541

***

DFT (ωB97M-V/def2-TZVPD) results for an isolated ion of composition C4H5N2O2 and charge -1 in a non-equilibrium geometry.

Calculated values
Charge   -1
Total energy   -415.352090 Eh
Energy relative to the best compared isomer or geometry (same formula, charge and spin)   87.2 kcal per mole
F_max   4.11 eV/A
Frontier orbital gap   0.2564 hartree

Element x y z (Å)
C -0.0502 -1.4988 -0.2927
C 0.4917 -0.7157 -1.2907
C -0.6691 -0.9708 0.8508
C 0.2884 1.4381 -0.7372
N -0.8102 0.3915 1.0740
N 0.1223 1.4572 0.6942
O 1.2026 -0.9443 -2.2238
O -1.2163 -1.6468 1.7322
H 0.1136 -2.5844 -0.6025
H 1.2796 1.5853 -1.0942
H -0.6249 1.7249 -1.3445
H -1.1934 0.4131 2.1118
H 1.0661 1.3507 1.1226

Forces on the atoms, in the same order (eV/Å):
0.7 -1.0 -1.7
0.2 2.9 1.6
-0.3 -0.7 0.2
-1.7 -3.6 -1.0
-0.2 1.7 2.6
-0.2 -0.5 0.3
0.2 0.0 -1.2
-0.2 -0.8 0.4
-0.6 1.2 1.4
0.4 0.7 -0.3
1.4 0.1 0.9
1.2 0.5 -2.9
-1.0 -0.5 -0.3

Here are the Mulliken charges for atoms 1 to 6, given in e: -0.400, 0.367, 0.347, -0.814, -0.267, -0.350

***

DFT (ωB97M-V/def2-TZVPD) results for an isolated ion of composition C4H5N2O3S2 and charge -1 in a non-equilibrium geometry.

Calculated values
Charge   -1
Total energy   -1286.985291 Eh
Energy relative to the best compared isomer or geometry (same formula, charge and spin)   48.7 kcal per mole
Structure (SMILES)   CC(C(=O)N=C=O)=[S@](=N)([O-])S
F_max   4.87 eV/A
Frontier orbital gap   0.2587 hartree

Element x y z (Å)
C 0.7020 -0.9583 -0.5285
C 0.8157 -0.5827 0.9059
C 1.7386 -1.1629 1.7274
O 2.6973 -1.8481 1.3411
N 1.5151 -1.0336 3.1637
C 0.7958 -0.3347 3.8332
O 0.1924 0.4142 4.5085
S -0.6510 0.1300 1.5829
N -0.5296 1.6403 1.9887
O -1.1989 -0.7522 2.6093
S -2.3323 0.2846 0.1343
H 1.4221 -1.7807 -0.8182
H 0.8141 -0.1483 -1.4373
H -0.2255 -1.5240 -0.7297
H -0.7462 1.8420 2.9010
H -1.4437 1.1567 -0.3139

Forces on the atoms, in the same order (eV/Å):
0.6 -0.6 -3.1
-2.2 1.4 -2.0
1.1 -1.3 0.8
-0.5 0.6 0.6
0.2 0.2 0.4
0.5 0.7 -0.1
0.6 -0.7 0.6
-0.7 1.7 2.1
1.7 -2.3 -4.0
-0.5 -0.3 -0.4
1.2 -0.6 0.2
-0.1 1.2 0.7
-0.3 -1.5 2.4
-0.1 0.7 0.0
-1.0 0.2 2.6
-0.3 0.7 -0.8

Here are the Mulliken charges for atoms 1 to 6, given in e: -1.307, 0.462, 0.464, -0.710, -0.466, 0.851

***

DFT (ωB97M-V/def2-TZVPD) results for one molecule with the formula C4H5N3.

Calculated values
Total energy   -319.691757 Eh
Energy relative to the best compared isomer or geometry (same formula, charge and spin)   12.8 kcal per mole
Structure (SMILES)   Nc1cncnc1
F_max   0.35 eV/A
Frontier orbital gap   0.3542 hartree

Element x y z (Å)
N 1.5757 -1.2389 -0.1886
C 0.4972 -0.3879 -0.0418
C -0.7254 -0.8174 0.4767
N -1.7654 -0.0004 0.6258
C -1.5849 1.2701 0.2824
N -0.4647 1.7966 -0.1888
C 0.5604 0.9676 -0.3524
H 1.3532 -2.2036 -0.3717
H 2.3622 -0.8915 -0.7180
H -0.8521 -1.8500 0.8000
H -2.4294 1.9455 0.4140
H 1.4732 1.4099 -0.7375

Forces on the atoms, in the same order (eV/Å):
0.2 -0.1 0.1
-0.3 0.2 0.0
-0.1 0.2 0.0
0.2 -0.2 0.0
-0.2 0.1 0.1
0.1 -0.1 0.0
-0.1 0.2 0.0
0.1 0.0 0.0
-0.2 -0.1 0.0
0.0 0.1 -0.1
0.1 -0.2 0.0
0.1 -0.1 0.0

Here are the Mulliken charges for atoms 1 to 6, given in e: -0.525, 0.693, -0.211, -0.558, -0.095, -0.562

***

DFT (ωB97M-V/def2-TZVPD) results for C4H5N3 as an isolated structure.

Calculated values
Total energy   -319.507095 Eh
Energy relative to the best compared isomer or geometry (same formula, charge and spin)   128.7 kcal per mole
F_max   0.81 eV/A
Frontier orbital gap   0.2847 hartree

Element x y z (Å)
N 0.3377 -1.9217 0.0766
C -0.0263 -0.6145 -0.1046
C -1.3842 -0.3130 -0.5038
N -1.6609 0.1923 0.6022
C 0.2177 2.6462 0.4837
N 0.7613 1.6116 0.1545
C 1.0390 0.3625 0.0552
H -0.3566 -2.6247 -0.1216
H 0.9903 -2.1720 0.8059
H -1.9551 -0.6409 -1.3858
H -0.0335 3.4372 -0.2249
H 2.0705 0.0370 0.1626

Forces on the atoms, in the same order (eV/Å):
-0.1 -0.1 0.2
0.1 0.0 0.1
0.0 0.1 0.1
0.4 -0.6 -0.4
0.3 -0.3 -0.1
-0.3 0.4 0.2
-0.1 0.2 0.0
0.1 0.1 0.1
-0.1 0.1 0.0
-0.1 0.3 0.0
0.1 -0.1 0.0
-0.2 0.1 -0.1

Here are the Mulliken charges for atoms 1 to 6, given in e: -0.448, 0.511, -0.245, -0.512, -0.195, -0.079

***

DFT (ωB97M-V/def2-TZVPD) results for one molecule with the formula C4H5N3 in a non-equilibrium geometry.

Calculated values
Total energy   -319.638018 Eh
Energy relative to the best compared isomer or geometry (same formula, charge and spin)   46.6 kcal per mole
Structure (SMILES)   CNC(C#N)C#N
F_max   1.21 eV/A
Frontier orbital gap   0.4025 hartree

Element x y z (Å)
C 0.8785 0.1034 -1.3661
N -0.1720 0.6366 -0.4986
C -0.1863 0.1440 0.8601
C -1.3405 0.7393 1.5639
N -2.2214 1.2885 2.0711
C -0.1251 -1.3484 0.9275
N 0.0973 -2.4749 0.7858
H 1.6460 0.8609 -1.5457
H 0.4477 -0.1884 -2.3270
H 1.3567 -0.7930 -0.9520
H -1.0903 0.5429 -0.9111
H 0.7094 0.4891 1.3920

Forces on the atoms, in the same order (eV/Å):
0.1 0.0 -0.1
-0.1 0.0 -0.1
0.1 0.0 0.1
-0.8 0.4 0.5
0.9 -0.7 -0.5
0.1 -0.9 -0.2
-0.4 1.1 0.3
0.0 -0.1 0.0
0.1 0.1 0.1
-0.1 0.1 0.0
0.1 -0.1 0.0
0.0 0.0 -0.1

Here are the Mulliken charges for atoms 1 to 6, given in e: -0.802, -0.340, 0.470, -0.028, -0.376, 0.175

***

DFT (ωB97M-V/def2-TZVPD) results for one molecule with the formula C4H5N3 in a non-equilibrium geometry.

Calculated values
Total energy   -319.589220 Eh
Energy relative to the best compared isomer or geometry (same formula, charge and spin)   77.2 kcal per mole
Structure (SMILES)   [H]/N=C/N=C\CC#N
F_max   2.74 eV/A
Frontier orbital gap   0.3762 hartree

Element x y z (Å)
H 0.3416 2.5094 0.9492
N 0.1920 1.6558 0.4140
C -0.9938 1.2315 0.5735
N -1.5388 0.1642 -0.1465
C -0.7622 -0.5932 -0.8022
C 0.6380 -1.0279 -0.6011
C 1.5960 -0.6317 0.4264
N 2.4020 -0.5379 1.2526
H -1.7398 1.7193 1.1961
H -1.2153 -1.2226 -1.5725
H 1.1825 -1.3999 -1.4777
H -0.1021 -1.8670 -0.2118

Forces on the atoms, in the same order (eV/Å):
0.0 -0.1 0.0
-0.4 0.2 -0.1
0.2 0.3 0.3
0.1 0.4 -0.5
-0.5 1.2 -0.9
-0.8 -1.5 0.7
0.2 -0.1 0.8
-0.8 0.0 -1.0
0.0 0.0 0.2
-0.1 0.1 0.0
-0.6 0.1 0.1
2.7 -0.6 0.2

Here are the Mulliken charges for atoms 1 to 6, given in e: 0.226, -0.550, 0.016, -0.572, -0.102, -0.128

***

DFT (ωB97M-V/def2-TZVPD) results for one molecule with the formula C4H5N3.

Calculated values
Total energy   -319.634397 Eh
Energy relative to the best compared isomer or geometry (same formula, charge and spin)   48.8 kcal per mole
Structure (SMILES)   N/N=C1/C=CC=N1
F_max   0.32 eV/A
Frontier orbital gap   0.3128 hartree

Element x y z (Å)
N -2.0529 -0.5774 1.3404
N -0.9605 0.1743 1.3910
C -0.1316 0.1072 0.4009
C 1.1328 0.8414 0.2933
C 1.6641 0.4587 -0.8885
C 0.7160 -0.4869 -1.4696
N -0.3322 -0.6971 -0.7351
H -2.3847 -0.8940 0.4339
H -2.7482 -0.3141 2.0189
H 1.5489 1.5484 1.0024
H 2.5969 0.7695 -1.3422
H 0.8415 -0.9791 -2.4300

Forces on the atoms, in the same order (eV/Å):
-0.2 0.2 0.0
0.3 0.0 -0.2
-0.1 0.1 0.2
0.0 -0.1 -0.1
0.0 0.0 0.1
-0.1 -0.1 -0.1
0.2 0.2 -0.1
0.3 -0.1 0.1
0.1 0.0 -0.1
-0.2 -0.2 0.0
-0.1 0.0 0.1
0.0 0.0 0.1

Here are the Mulliken charges for atoms 1 to 6, given in e: -0.338, -0.377, 0.686, -0.544, -0.220, -0.363

***

DFT (ωB97M-V/def2-TZVPD) results for one molecule with the formula C4H5N3 in a non-equilibrium geometry.

Calculated values
Total energy   -319.682566 Eh
Energy relative to the best compared isomer or geometry (same formula, charge and spin)   18.6 kcal per mole
Structure (SMILES)   Nc1cncnc1
F_max   1.81 eV/A
Frontier orbital gap   0.3548 hartree

Element x y z (Å)
N 1.4687 -0.7979 -1.1248
C 0.4471 -0.2624 -0.3517
C -0.8704 -0.1672 -0.8151
N -1.8806 0.3043 -0.0744
C -1.5480 0.6454 1.1739
N -0.3369 0.5876 1.7160
C 0.6539 0.1664 0.9595
H 1.3292 -0.7492 -2.1241
H 2.4041 -0.5233 -0.8578
H -1.1165 -0.4750 -1.8310
H -2.1382 1.0990 1.9596
H 1.6453 0.1625 1.4114

Forces on the atoms, in the same order (eV/Å):
0.1 0.0 -0.2
-0.3 0.1 0.0
-0.1 0.1 0.2
0.4 0.1 0.7
0.6 0.3 0.5
0.6 -0.1 -0.2
0.3 -0.3 -0.3
0.0 0.0 0.1
-0.1 0.0 0.0
0.0 0.0 0.1
-1.6 -0.2 -0.9
0.0 -0.1 -0.1

Here are the Mulliken charges for atoms 1 to 6, given in e: -0.535, 0.695, -0.198, -0.578, -0.037, -0.569

***

DFT (ωB97M-V/def2-TZVPD) results for a 2-piece molecular cluster, C4H5N3 overall in a non-equilibrium geometry.

Calculated values
Total energy   -319.605100 Eh
Energy relative to the best compared isomer or geometry (same formula, charge and spin)   67.2 kcal per mole
F_max   1.23 eV/A
Frontier orbital gap   0.3919 hartree

Element x y z (Å)
C -1.6068 0.3436 0.0178
N -0.3307 -0.3337 -0.0871
C 0.5764 -0.1909 0.7860
C 2.5840 -0.7833 -2.5788
N 1.5176 -0.9102 -2.1080
C 0.4761 0.6400 1.9752
N 0.4415 1.3166 2.9138
H -1.7487 0.8880 0.9592
H -2.4005 -0.3983 -0.1081
H -1.6795 1.0408 -0.8233
H 0.6400 -0.9097 -1.5912
H 1.5306 -0.7029 0.6445

Forces on the atoms, in the same order (eV/Å):
-0.1 0.1 0.0
0.3 0.1 0.3
-0.2 -0.1 -0.2
-1.0 -0.2 0.4
1.1 0.1 -0.5
-0.1 0.6 0.8
0.0 -0.7 -0.9
0.0 -0.1 -0.1
0.1 0.1 0.0
0.0 -0.1 0.1
0.0 0.0 0.0
-0.1 0.1 0.0

Here are the Mulliken charges for atoms 1 to 6, given in e: -0.831, -0.437, 0.276, -0.204, -0.106, -0.040